A cluster of 2 separate species, C28H50Br2ClF3O3P2Si in total at a distorted geometry. Source: the Open Molecules 2025 dataset; level of theory: wB97M-V/def2-TZVPD.

Last column: Löwdin charge in e.
Atoms and positions in Å:
C 7.93055 2.52301 -0.35865  -0.133
C 7.62344 1.02458 -0.36538  -0.287
C 6.12263 0.76679 -0.43011  -0.229
C 5.73441 -0.72314 -0.35081  -0.216
C 4.66023 -1.03000 0.70561  -0.219
C 3.86675 -2.28094 0.32710  -0.218
C 3.06779 -2.90565 1.48307  -0.200
C 1.54055 -3.09534 1.27604  -0.207
C 1.07730 -3.36835 -0.15728  -0.252
C 0.60655 -2.19361 -1.01672  -0.287
P -1.20722 -1.53260 -0.73650  0.673
F -1.33799 -2.58343 0.56995  -0.306
C -0.86437 -0.20150 -2.11591  -0.332
C -1.87969 0.47601 -3.03308  -0.709
C -1.50411 1.96731 -3.24638  -0.165
Cl -1.91496 -0.19778 -4.72854  0.561
C -1.82938 -2.93554 -1.97036  -0.747
O -1.75183 -2.68859 -3.18841  -0.133
O -2.20905 -4.02618 -1.46214  -0.118
P -0.62955 0.12742 0.83291  0.866
C 1.19668 0.40083 0.84407  -0.323
O -0.88440 -0.50760 2.38889  -0.383
C -3.17169 -1.01846 -0.45743  -0.500
F -3.62870 -2.02738 0.41054  -0.054
F -3.93472 -1.27467 -1.57948  0.015
C -3.68658 0.21737 0.26310  -0.229
C -3.46819 1.60392 -0.34927  -0.271
Si -3.73155 3.01175 0.86461  0.572
C -4.63950 4.39536 -0.03192  -0.183
C -4.74262 2.47267 2.34828  -0.181
C -2.02804 3.60865 1.40094  -0.257
C -1.15232 4.01543 0.40307  -0.112
C 0.13823 4.42163 0.69731  -0.094
C 0.56478 4.41887 2.01534  -0.119
C -0.29495 4.03099 3.01850  -0.109
C -1.58526 3.62668 2.71969  -0.098
H 8.98583 2.72302 -0.16527  0.059
H 7.65810 2.98973 -1.30504  0.067
H 7.36893 3.01370 0.43892  0.067
H 8.13819 0.59524 -1.22870  0.104
H 8.01511 0.58332 0.55357  0.105
H 5.68489 1.26642 0.44003  0.104
H 5.69746 1.24891 -1.31210  0.113
H 5.37377 -1.03738 -1.33342  0.109
H 6.64233 -1.30481 -0.16705  0.102
H 4.01262 -0.15392 0.75036  0.090
H 5.18050 -1.18224 1.65445  0.111
H 3.26294 -2.07018 -0.55235  0.090
H 4.62060 -3.00810 0.00229  0.105
H 3.50365 -3.85972 1.78564  0.093
H 3.19283 -2.25163 2.35406  0.090
H 1.27151 -3.97909 1.86354  0.100
H 0.99698 -2.28276 1.75209  0.067
H 0.35971 -4.18430 -0.20277  0.097
H 1.96011 -3.78077 -0.67653  0.096
H 0.54461 -2.64035 -2.01696  0.073
H 1.37127 -1.42280 -1.16878  0.044
H -0.09567 -0.63064 -2.75787  0.064
H -0.33186 0.61147 -1.60012  0.025
H -2.91488 0.48723 -2.71919  0.056
H -0.43136 2.12014 -3.12625  0.068
H -2.05514 2.61033 -2.55819  0.040
H -1.75900 2.29557 -4.25272  0.033
H 1.58745 0.48393 -0.17081  0.023
H 1.79512 -0.35000 1.36669  0.008
H 1.39141 1.36682 1.32199  0.006
H -0.14504 -0.26172 2.95242  0.011
H -3.45658 0.18627 1.32583  0.081
H -4.78117 0.08220 0.26637  0.116
H -2.42774 1.69533 -0.66438  0.016
H -4.10154 1.75557 -1.22749  0.083
H -4.69585 5.31286 0.55613  0.020
H -4.13331 4.62163 -0.97271  0.022
H -5.65516 4.08541 -0.28517  0.025
H -5.70734 2.06408 2.04501  0.033
H -4.95153 3.31500 3.01301  0.024
H -4.21647 1.70103 2.91109  0.031
H -1.46609 4.00720 -0.63458  0.092
H 0.79979 4.69896 -0.11230  0.097
H 1.58283 4.70835 2.24256  0.093
H 0.05518 4.01629 4.04325  0.093
H -2.25332 3.28959 3.50187  0.092
Br -6.65356 -4.12749 -0.25882  0.520
C -4.71884 -4.50167 -0.27147  -0.690
C -4.41162 -5.91955 -0.62260  -0.672
Br -4.77037 -7.17330 0.84726  0.509
H -4.34969 -4.20415 0.70211  0.051
H -4.28605 -3.83661 -1.01965  0.033
H -3.34863 -6.01201 -0.83034  0.046
H -4.98918 -6.27897 -1.46757  0.046

Cartesian forces (eV/Å) of the 6 atoms listed first:
C 0.03 -0.06 0.29
C -0.06 0.61 -0.24
C 0.12 -0.21 0.51
C 0.02 0.35 -0.41
C 0.38 -0.07 -0.76
C 0.68 -0.30 0.30

Output
Charge   -2
E_HOMO   -0.01270 Eh
HOMO-LUMO gap   4.2 eV
Calculated total energy   -223206.0394 eV
Relative energy (zero: lowest compared OMol25 entry of this formula, charge and spin)   0.0 kJ/mol

A structure of composition C28H50Cl3F9LiMgN3O8PS2 at a distorted geometry. Source: the Open Molecules 2025 dataset; level of theory: wB97M-V/def2-TZVPD.

Last column: Löwdin charge in e.
Atoms and positions in Å:
C -3.35313 -4.25527 5.48441  -0.119
C -4.31614 -3.20193 4.88423  -0.225
C -3.54479 -2.11459 4.11080  -0.187
C -2.85318 -2.69856 2.89033  -0.289
O -3.68231 -2.55737 1.72828  -0.353
P -2.90416 -3.05560 0.35930  1.009
C -1.96783 -1.52498 -0.17468  -0.265
C -0.46230 -1.80546 0.01304  -0.192
C 0.24654 -2.39397 -1.21095  -0.443
F 0.44270 -3.71600 -0.98073  0.119
F -0.48109 -2.31168 -2.33459  0.143
C 1.64788 -1.77553 -1.50441  -0.363
F 2.57400 -2.36247 -0.72784  0.062
F 1.97213 -2.08681 -2.77645  0.168
C 1.69527 -0.23777 -1.37869  -0.340
F 1.98791 0.06071 -0.08709  0.046
F 0.52177 0.29179 -1.73357  0.190
C 2.81281 0.44630 -2.23623  -0.543
F 2.40202 0.76874 -3.45176  0.206
F 3.08150 1.58731 -1.59883  0.010
F 3.91952 -0.28674 -2.24081  0.186
C -4.29617 -3.28560 -0.82355  -0.249
C -4.00189 -4.24153 -1.95277  -0.249
C -2.92750 -5.11656 -1.96197  -0.074
C -2.75931 -5.97455 -3.00958  -0.049
C -3.66789 -5.97875 -4.05186  -0.038
C -4.73110 -5.09278 -4.06056  -0.062
C -4.91408 -4.23243 -3.02345  -0.020
H -3.37061 -5.18730 4.91478  0.073
H -2.34380 -3.84351 5.44726  0.058
H -3.64623 -4.49269 6.49910  0.041
H -4.83396 -2.72328 5.71372  0.109
H -5.02460 -3.65181 4.18777  0.109
H -2.79987 -1.70114 4.79377  0.112
H -4.24635 -1.33234 3.82147  0.118
H -1.89089 -2.16587 2.74858  0.088
H -2.61592 -3.75833 3.00561  0.109
H -2.23758 -1.27345 -1.19970  0.092
H -2.26944 -0.69363 0.46492  0.093
H -0.37931 -2.55625 0.80549  0.087
H 0.01438 -0.89060 0.39447  0.050
H -5.12632 -3.69554 -0.24038  0.112
H -4.62478 -2.31718 -1.21202  0.102
H -2.23083 -5.14110 -1.13877  0.085
H -1.91397 -6.64815 -3.00435  0.122
H -3.58008 -6.66162 -4.88535  0.120
H -5.43405 -5.08497 -4.88211  0.121
H -5.73907 -3.53436 -2.99484  0.131
Li 0.56648 -0.55512 2.14179  0.447
C -6.29480 -8.35293 -2.58695  0.072
C -6.31918 -7.23312 -1.48283  -0.609
O -5.22826 -6.62457 -1.39790  0.129
O -7.38217 -7.13524 -0.89626  0.148
H -5.32377 -8.38868 -3.07408  0.075
H -6.50550 -9.31020 -2.11673  0.097
H -7.06674 -8.12551 -3.31874  0.098
C -0.44774 -3.80023 9.79779  -0.268
S -1.44076 -4.22551 8.36242  0.780
O -2.68640 -3.41889 8.43992  -0.548
C -1.84836 -5.89245 8.89671  -0.260
H -0.12029 -2.76847 9.68731  0.050
H -1.04784 -3.89776 10.70217  0.062
H 0.42241 -4.45518 9.84555  0.055
H -2.35744 -5.85412 9.85962  0.063
H -0.93457 -6.48190 8.97266  0.056
H -2.50618 -6.33421 8.15081  0.047
Cl 4.19278 3.66029 -0.64334  -0.154
C 3.22571 5.34957 -3.77906  -0.297
S 4.16601 6.69059 -4.51080  0.843
O 3.20817 7.79550 -4.78881  -0.539
C 4.52217 5.87395 -6.07706  -0.267
H 2.87799 5.66779 -2.79854  0.017
H 2.36822 5.10971 -4.40981  0.063
H 3.86394 4.47823 -3.66469  0.020
H 3.59529 5.60402 -6.57734  0.060
H 5.12656 4.99548 -5.90519  0.030
H 5.07856 6.58471 -6.68740  0.054
C 0.21334 7.18484 -2.39529  -1.030
Cl -0.30259 8.21292 -1.05198  0.529
Cl -1.16908 6.60138 -3.33167  0.504
H 0.86325 7.75974 -3.04807  0.019
H 0.74929 6.33282 -1.99389  0.011
Mg 3.03438 -2.07271 2.26075  0.662
C 7.65496 -0.79392 -1.61269  -0.681
O 7.13355 -0.86717 -0.51280  0.014
N 9.00792 -0.77228 -1.78944  0.153
N 6.91540 -0.73017 -2.76388  0.152
H 9.44493 -0.71226 -2.68884  0.094
H 9.58091 -0.81689 -0.96771  0.106
H 5.92151 -0.74352 -2.65842  0.063
H 7.31587 -0.67490 -3.68042  0.094
O 3.93236 3.11243 -5.82710  -0.061
H 3.50390 2.44408 -5.28064  0.033
H 4.80562 2.74335 -6.00088  0.055
C 2.95346 12.86051 1.59078  -0.013
C 1.83460 11.90836 1.94203  -0.557
O 1.17465 12.03212 2.96029  0.029
N 1.58108 10.89170 1.07473  0.006
C 2.25139 10.58216 -0.17478  -0.099
H 3.03128 13.60898 2.37318  0.081
H 3.90216 12.32694 1.52121  0.083
H 2.74541 13.36295 0.64540  0.084
H 0.82387 10.29521 1.36826  0.127
H 1.52449 10.60772 -0.98698  0.059
H 2.67280 9.57707 -0.11502  0.078
H 3.04706 11.28798 -0.38684  0.072

Cartesian forces (eV/Å) of the 6 atoms listed first:
C -0.54 0.03 -0.75
C 0.61 0.11 0.05
C -0.43 -0.74 0.39
C 0.11 0.39 0.10
O 0.05 0.26 -0.48
P 0.34 -0.88 0.39

Output
Charge   +1
E_HOMO   -0.35212 Eh
HOMO-LUMO gap   1.0 eV
Calculated total energy   -149316.8164 eV